Record 1
This record from OMol25 describes 12 unconnected molecules or ions with the total composition C33H54F6O24 in a non-equilibrium geometry. The level of theory is ωB97M-V/def2-TZVPD.

## Properties
Multiplicity: 1
Frontier orbital gap (eV): 9.87
HOMO energy (eV): -9.67
Largest force on an atom (eV/A): 5.18
Total charge: 0
SMILES: O=C1OC[C@@H](F)O1.O=C1OC[C@@H](F)O1.O=C1OC[C@@H](F)O1.O=C1OC[C@@H](F)O1.O=C1OC[C@@H](F)O1.O=C1OC[C@@H](F)O1.C1CCOC1.C1CCOC1.C1CCOC1.CO.CO.CO
Calculated total energy (eV): -100536.8289

XYZ file:
```
117
Properties=species:S:1:pos:R:3:forces:R:3:mulliken_charge:R:1
C 12.19606 7.44223 17.00995 -0.02 -1.54 1.69 -0.404
C 11.25192 8.48231 16.56660 -0.55 -0.76 0.95 1.704
O 11.51734 8.57218 15.24245 -2.38 0.54 -3.50 -0.446
C 12.58770 7.90294 14.85148 1.53 -0.90 -1.47 0.598
O 13.06188 7.86816 13.73455 -1.01 0.23 2.00 -0.580
O 13.04011 7.24549 15.92150 1.65 -0.67 -0.78 -0.355
F 11.60721 9.65852 17.00041 0.82 3.47 2.15 -0.347
H 11.66664 6.51345 17.22252 0.03 -0.10 0.04 0.263
H 12.75904 7.72488 17.89948 -0.06 0.12 -0.13 0.308
H 10.22479 8.34199 16.90338 -0.21 -0.40 -0.79 -0.774
C 8.75516 14.03260 24.32630 -1.40 0.37 -0.77 -0.559
C 7.35773 14.63408 24.05024 -0.42 0.69 -0.90 0.229
O 6.81403 13.86944 23.03408 -0.31 -2.36 -1.39 -0.283
C 7.44708 12.66672 22.92524 0.06 -0.10 0.05 0.547
O 7.06869 11.68549 22.33938 0.74 1.94 0.94 -0.427
O 8.62480 12.77924 23.64701 -0.82 -0.62 0.24 -0.368
F 7.40810 15.87743 23.49730 0.37 0.38 0.80 -0.301
H 8.90020 13.96720 25.40462 0.40 -0.50 -0.26 0.298
H 9.53285 14.57005 23.78367 -0.05 0.33 0.44 0.350
H 6.55186 14.56769 24.78118 0.70 0.67 0.93 0.342
C 8.14252 8.00337 12.78143 -0.07 0.87 0.98 -0.501
C 8.03463 9.33843 13.55463 0.78 -1.32 -2.17 0.230
O 8.33386 8.98109 14.84677 1.09 2.86 0.79 -0.160
C 8.13584 7.70402 15.03317 -1.23 -2.50 3.81 0.635
O 8.02383 7.17019 16.14967 0.76 1.43 -3.22 -0.567
O 7.96420 7.11658 13.88222 -0.56 -2.32 -1.37 -0.423
F 6.73707 9.73281 13.53900 -0.50 0.64 -0.13 -0.197
H 9.10681 7.78618 12.32201 0.00 0.29 0.05 0.401
H 7.34440 8.01713 12.03920 -0.11 -0.70 0.23 0.303
H 8.69349 10.02551 13.02365 -0.11 0.81 1.08 0.304
C -0.35478 8.25418 20.83400 -1.86 0.38 0.72 -0.582
C 0.54983 9.39335 21.25513 0.72 -2.02 -1.07 0.353
O 1.59467 9.25725 20.24809 -0.99 1.63 1.07 -0.131
C 1.53930 8.04128 19.66006 1.75 0.29 -1.60 0.500
O 2.38499 7.74270 18.82861 -2.29 -0.25 1.94 -0.514
O 0.46005 7.37710 20.10754 0.49 -0.55 -0.92 -0.331
F 1.11788 9.01203 22.41831 0.47 0.37 1.02 -0.274
H -1.26068 8.56739 20.31502 0.42 0.32 -1.04 0.306
H -0.85855 7.75667 21.66273 0.89 -0.29 0.44 0.314
H 0.09151 10.37255 21.39374 0.48 0.09 -0.59 0.329
C 5.60357 5.09206 21.03501 1.67 0.19 -1.56 -0.193
C 5.49345 3.62159 20.68407 0.17 1.91 -1.47 0.278
O 4.14724 3.61906 20.23559 1.53 -3.15 -1.36 -0.304
C 3.46420 4.49589 20.87178 -4.19 2.14 2.16 0.631
O 2.24276 4.46867 20.99701 3.22 0.64 -0.27 -0.591
O 4.32581 5.43375 21.41371 -2.32 -0.09 0.70 -0.314
F 5.66153 2.90583 21.76803 -0.12 -1.74 1.63 -0.283
H 5.80654 5.60502 20.09492 0.38 0.25 -0.10 0.109
H 6.37047 5.36414 21.76022 -0.30 -0.23 0.19 0.376
H 6.12096 3.24041 19.87845 -0.07 0.11 0.04 0.309
C 4.48939 12.61923 14.89768 -0.11 -2.17 0.74 0.068
C 4.21546 12.93490 13.47769 0.89 1.35 0.89 0.598
O 5.28786 13.82914 13.20677 -0.60 -1.43 -2.86 -0.354
C 5.87896 14.25555 14.29571 3.08 3.57 0.05 0.531
O 6.72864 15.16592 14.22754 -2.71 -3.22 1.13 -0.623
O 5.40313 13.59531 15.35887 0.35 0.43 0.39 -0.295
F 3.13557 13.71843 13.48413 -2.06 0.86 -0.77 -0.323
H 4.92066 11.61921 14.94311 0.25 0.00 0.41 -0.110
H 3.55300 12.60588 15.45545 0.26 0.19 0.14 0.304
H 4.04101 12.10749 12.78990 0.67 0.28 -0.15 0.142
C 4.92125 13.29988 19.36530 0.32 0.35 0.35 -0.123
C 3.86479 12.96683 18.31905 -0.56 -0.47 0.70 0.342
C 2.60312 13.37011 19.09032 1.16 1.08 -0.83 -0.711
O 3.02039 14.69272 19.59487 -0.69 -1.37 0.73 -0.488
C 4.40209 14.61424 20.01303 0.18 -0.22 -2.07 -0.487
H 5.90657 13.32949 18.90013 0.14 0.46 0.20 0.269
H 4.99094 12.58890 20.18855 -0.20 -0.59 -0.32 -0.129
H 3.90867 11.91424 18.03932 -0.17 -0.12 -0.01 0.371
H 3.92825 13.56777 17.41188 0.29 0.15 0.23 -0.222
H 2.38965 12.60792 19.83972 -0.12 0.29 0.48 0.240
H 1.74198 13.51651 18.43832 -0.05 0.15 0.24 0.413
H 4.57407 14.66804 21.08803 -0.34 -0.05 0.01 0.232
H 4.88493 15.44282 19.49495 0.10 0.30 0.43 0.332
C 2.37302 8.27583 12.89461 -0.61 -1.08 -1.92 -0.716
C 3.47658 7.65766 13.70645 0.73 0.33 -0.89 -0.270
C 3.36981 8.49092 14.92262 -0.71 -0.17 1.12 0.281
O 2.87624 9.77765 14.55049 0.12 1.26 -1.19 -0.307
C 2.33906 9.74999 13.14897 0.71 -1.03 2.39 -0.394
H 1.48425 7.72271 13.19832 -0.46 0.50 -0.27 0.280
H 2.55201 8.14897 11.82691 -0.33 -0.48 -0.13 0.368
H 4.44282 7.81751 13.22798 0.16 -0.19 -0.09 -0.068
H 3.30447 6.59565 13.88138 0.18 0.10 0.01 0.414
H 4.30843 8.53021 15.47538 -0.09 0.48 0.14 -0.225
H 2.59260 8.03630 15.53694 0.13 0.00 0.56 0.187
H 3.00402 10.26198 12.45340 0.07 0.25 0.18 0.246
H 1.33692 10.17850 13.13524 0.17 0.11 0.09 0.270
C 5.62875 9.32187 19.19609 -0.22 -1.52 2.58 -0.267
C 6.38684 9.61669 17.93432 -0.65 0.85 0.66 0.964
C 7.73923 9.99883 18.49095 0.95 -1.90 -0.13 0.600
O 7.95490 9.01706 19.56459 -0.32 1.00 -0.86 -0.307
C 6.71149 8.75041 20.20518 -0.12 1.20 -0.55 0.391
H 4.82407 8.59055 19.12023 -0.08 0.10 -0.40 0.172
H 5.20731 10.16352 19.74573 -0.04 0.42 -0.60 -0.024
H 5.88099 10.46136 17.46661 0.20 -0.12 -0.58 -0.481
H 6.39712 8.70996 17.32949 0.35 0.32 -0.25 -0.142
H 7.86980 11.02022 18.84845 -0.36 0.04 0.12 -0.105
H 8.53311 9.74238 17.78947 0.12 0.42 -0.13 -0.431
H 6.73816 9.34846 21.11607 -0.45 -0.23 0.28 0.227
H 6.65828 7.69001 20.45178 -0.08 0.02 -0.21 -0.786
C 9.40638 13.15611 20.33096 -0.40 -0.28 -1.60 0.025
O 9.97273 13.87013 19.18102 0.00 -0.26 1.57 -0.585
H 9.59825 12.08414 20.37737 0.73 -0.07 -0.26 0.157
H 9.73006 13.56344 21.28878 0.08 0.41 -0.41 0.204
H 8.32440 13.16682 20.19942 -0.26 0.48 0.47 -0.086
H 10.04010 13.31421 18.40127 -0.12 -0.33 0.23 0.308
C 9.50108 9.64391 22.76551 -0.54 0.59 0.75 -0.432
O 10.21402 10.78542 23.30751 0.30 -1.44 -0.67 -0.568
H 9.81090 8.70797 23.23040 0.48 0.08 -0.03 0.377
H 8.43679 9.72002 22.98821 -0.10 0.14 0.07 0.134
H 9.54633 9.55070 21.68044 0.52 0.26 0.04 0.148
H 9.60394 11.40453 23.71506 -0.01 -0.42 -0.27 0.557
C 9.56788 6.62040 19.60285 -0.13 0.71 0.15 -0.436
O 10.22347 7.88883 19.60484 1.27 -1.21 -0.26 -0.577
H 9.01211 6.47075 18.67721 -0.05 -0.12 -0.16 0.126
H 10.27589 5.80397 19.74518 0.23 0.23 -0.07 0.389
H 8.86009 6.58419 20.43100 -0.16 -0.17 0.14 0.134
H 9.53706 8.55295 19.70177 -0.48 0.06 0.02 0.461
```
Positions in Å, forces in eV/Å.


Record 2
This record from OMol25 describes C4H11N2O2P in the gas phase in a non-equilibrium geometry. The level of theory is ωB97M-V/def2-TZVPD.

## Properties
Multiplicity: 1
Frontier orbital gap (eV): 9.59
HOMO energy (eV): -8.98
Largest force on an atom (eV/A): 2.29
Total charge: 0
SMILES: CNC[C@H](OC=O)[PH2]=N
Energy relative to the best compared isomer or geometry (same formula, charge and spin) (kcal per mole): 75.25
Calculated total energy (eV): -20688.5283

XYZ file:
```
20
Properties=species:S:1:pos:R:3:forces:R:3:nbo_charge:R:1
C 2.52050 -0.13410 0.45442 -0.30 -0.11 -0.20 -0.419
N 1.58557 -0.58953 -0.58397 0.19 -0.02 0.32 -0.633
C 0.26790 -0.96106 -0.10060 0.08 0.27 -0.14 -0.249
C -0.75943 0.13713 -0.29465 -0.40 -0.55 0.52 -0.232
O -0.40952 1.33273 0.38888 0.38 0.12 -0.12 -0.508
C 0.44627 2.14565 -0.26107 0.79 1.92 0.97 0.640
O 0.96297 3.09676 0.28882 -0.81 -1.43 -0.67 -0.555
P -2.40219 -0.38945 0.37520 -0.93 0.58 -0.66 1.318
N -3.64692 0.05677 -0.47937 0.60 -0.31 0.39 -1.287
H 2.53671 0.94133 0.52669 0.05 0.38 0.08 0.203
H 3.51183 -0.47668 0.20922 0.41 0.00 -0.15 0.202
H 2.27554 -0.53548 1.43222 -0.12 -0.13 0.32 0.175
H 1.99923 -1.39246 -1.02177 0.01 -0.16 -0.26 0.368
H -0.08603 -1.81095 -0.66857 -0.12 -0.33 -0.19 0.208
H 0.27855 -1.25867 0.94785 0.09 -0.08 0.32 0.178
H -0.93137 0.30827 -1.34762 0.02 0.25 -0.40 0.220
H 0.63406 1.90974 -1.30752 -0.14 -0.30 -0.23 0.128
H -2.36119 0.16495 1.66591 0.26 -0.14 0.11 -0.060
H -2.27086 -1.77874 0.55109 0.25 -0.03 0.24 -0.069
H -4.15163 -0.76620 -0.77515 -0.32 0.04 -0.24 0.372
```
Positions in Å, forces in eV/Å.


Record 3
This record from OMol25 describes 2 unconnected molecules or ions with the total composition C3H5NO2. The level of theory is ωB97M-V/def2-TZVPD.

## Properties
Multiplicity: 1
Frontier orbital gap (eV): 9.67
HOMO energy (eV): -9.33
Largest force on an atom (eV/A): 0.48
Total charge: 0
Energy relative to the best compared isomer or geometry (same formula, charge and spin) (kcal per mole): 85.57
Calculated total energy (eV): -8773.9842

XYZ file:
```
11
Properties=species:S:1:pos:R:3:forces:R:3:nbo_charge:R:1
O -0.45675 0.90301 -2.42986 0.12 -0.17 0.43 -0.554
C -0.22521 0.58761 -1.30469 -0.28 0.10 -0.22 0.855
N -1.02781 0.21474 -0.27469 0.01 0.17 -0.17 -0.639
C -0.27371 0.15242 0.95428 0.08 0.06 0.09 -0.396
C 1.17619 0.27196 0.50584 -0.26 0.40 -0.03 0.310
O 1.11068 0.54838 -0.77879 0.06 0.12 0.13 -0.497
H -2.00383 0.45631 -0.32688 0.05 -0.10 -0.03 0.422
H -0.44047 1.02086 1.60582 -0.05 -0.05 -0.04 0.234
H -0.46605 -0.75574 1.53354 0.16 0.19 -0.10 0.238
H 1.10058 -1.96672 0.13284 0.11 -0.30 0.00 -0.005
H 1.64704 -1.55224 0.44252 0.00 -0.42 -0.06 0.032
```
Positions in Å, forces in eV/Å.


Question: Among the records above, which one has the lowest HOMO energy?
Answer: C33H54F6O24